Entry 1:
{"formula": "C21H61O26P5S2", "method": "ωB97M-V/def2-TZVPD", "elements": ["O", "S", "O", "O", "C", "C", "C", "H", "H", "H", "H", "H", "H", "H", "H", "O", "S", "O", "O", "C", "C", "C", "H", "H", "H", "H", "H", "H", "H", "H", "C", "O", "P", "O", "O", "C", "O", "C", "H", "H", "H", "H", "H", "H", "H", "H", "H", "C", "O", "P", "O", "O", "C", "O", "C", "H", "H", "H", "H", "H", "H", "H", "H", "H", "C", "O", "P", "O", "O", "C", "O", "C", "H", "H", "H", "H", "H", "H", "H", "H", "H", "C", "O", "P", "O", "O", "C", "O", "C", "H", "H", "H", "H", "H", "H", "H", "H", "H", "C", "O", "P", "O", "O", "C", "O", "C", "H", "H", "H", "H", "H", "H", "H", "H", "H"], "coordinates": [[25.531, -18.853, -25.241], [25.011, -20.052, -24.547], [25.273, -21.384, -25.065], [25.436, -19.991, -22.963], [25.700, -18.725, -22.353], [26.332, -18.972, -20.948], [23.192, -19.708, -24.357], [24.772, -18.170, -22.217], [26.363, -18.098, -22.949], [27.249, -19.562, -20.935], [25.679, -19.654, -20.403], [26.545, -18.054, -20.401], [22.868, -19.648, -25.396], [22.889, -18.894, -23.699], [22.772, -20.663, -24.042], [20.637, -24.049, -22.909], [19.681, -23.019, -23.255], [19.402, -21.836, -22.416], [19.849, -22.616, -24.892], [19.611, -21.309, -25.274], [20.181, -21.094, -26.632], [18.023, -23.852, -23.461], [20.167, -20.706, -24.556], [18.556, -21.095, -25.098], [19.607, -21.567, -27.429], [21.214, -21.434, -26.706], [20.197, -20.039, -26.907], [18.012, -24.723, -22.805], [17.920, -24.251, -24.470], [17.226, -23.130, -23.280], [20.739, -17.862, -17.993], [21.159, -17.645, -19.289], [22.143, -18.722, -20.013], [22.039, -18.532, -21.468], [21.740, -20.227, -19.466], [22.164, -21.335, -20.251], [23.568, -18.363, -19.297], [24.050, -17.071, -19.129], [21.230, -18.633, -17.400], [19.696, -18.177, -17.980], [20.807, -16.913, -17.461], [23.231, -21.301, -20.473], [21.573, -21.345, -21.166], [21.968, -22.289, -19.760], [25.031, -17.110, -18.657], [23.424, -16.527, -18.421], [24.027, -16.610, -20.117], [28.574, -16.723, -24.551], [28.883, -17.597, -23.495], [30.183, -18.555, -23.569], [31.347, -17.998, -24.305], [30.518, -18.846, -21.986], [31.510, -19.714, -21.640], [29.655, -20.012, -24.063], [29.013, -20.186, -25.351], [28.331, -15.712, -24.223], [27.762, -17.171, -25.124], [29.373, -16.621, -25.286], [32.200, -19.969, -22.445], [31.044, -20.662, -21.373], [32.223, -19.327, -20.912], [29.324, -21.119, -25.820], [29.216, -19.374, -26.050], [27.954, -20.308, -25.125], [24.373, -15.596, -24.886], [24.095, -16.692, -25.734], [22.670, -16.711, -26.473], [22.277, -15.577, -27.332], [22.804, -18.024, -27.341], [23.857, -18.159, -28.261], [21.584, -17.175, -25.330], [21.343, -16.364, -24.152], [25.270, -15.147, -25.311], [24.667, -15.869, -23.873], [23.640, -14.796, -24.995], [24.248, -17.185, -28.554], [23.568, -18.768, -29.117], [24.681, -18.675, -27.769], [21.636, -15.315, -24.163], [21.772, -16.799, -23.249], [20.275, -16.337, -23.935], [28.099, -15.202, -21.350], [27.854, -14.002, -20.577], [26.389, -13.499, -20.382], [25.490, -13.566, -21.581], [25.917, -14.416, -19.065], [26.720, -14.619, -17.975], [26.650, -12.011, -19.817], [26.034, -10.918, -20.504], [27.193, -15.655, -21.753], [28.477, -15.919, -20.621], [28.876, -15.013, -22.090], [26.247, -14.293, -17.049], [27.657, -14.067, -18.054], [26.795, -15.703, -17.886], [26.777, -10.142, -20.691], [25.208, -10.465, -19.955], [25.534, -11.121, -21.451], [27.548, -22.354, -22.282], [26.538, -22.676, -21.344], [26.224, -24.226, -20.969], [25.123, -24.384, -19.998], [25.933, -24.982, -22.370], [24.845, -24.612, -23.179], [27.615, -24.922, -20.586], [27.607, -26.119, -19.818], [27.256, -21.808, -23.179], [28.216, -23.187, -22.505], [28.248, -21.724, -21.733], [25.118, -24.136, -24.121], [24.116, -24.068, -22.579], [24.400, -25.552, -23.506], [26.867, -26.827, -20.193], [27.358, -25.995, -18.764], [28.564, -26.633, -19.904]], "spin_multiplicity": 2, "lumo_ha": [-0.0891, -0.3582], "charge": 1, "energy_ev": -144113.874, "homo_energy_ev": [-11.95, -11.95], "gap_ha": [0.350, 0.081]}


Entry 2:
{"formula": "C21H62IN9O9P4S", "method": "ωB97M-V/def2-TZVPD", "elements": ["O", "S", "O", "C", "C", "C", "I", "O", "P", "O", "O", "O", "H", "H", "H", "H", "H", "H", "H", "H", "O", "P", "N", "C", "C", "N", "C", "C", "N", "C", "C", "H", "H", "H", "H", "H", "H", "H", "H", "H", "H", "H", "H", "H", "H", "H", "H", "H", "H", "O", "P", "N", "C", "C", "N", "C", "C", "N", "C", "C", "H", "H", "H", "H", "H", "H", "H", "H", "H", "H", "H", "H", "H", "H", "H", "H", "H", "H", "O", "P", "N", "C", "C", "N", "C", "C", "N", "C", "C", "H", "H", "H", "H", "H", "H", "H", "H", "H", "H", "H", "H", "H", "H", "H", "H", "H", "H"], "coordinates": [[-2.780, -4.395, -2.261], [-3.353, -3.150, -2.643], [-4.787, -3.506, -3.324], [-5.295, -2.453, -4.178], [-5.457, -1.084, -3.483], [-6.892, -0.546, -3.492], [-7.714, -0.340, -5.462], [-2.373, -2.650, -3.978], [-1.217, -1.685, -3.407], [-1.612, -1.092, -2.125], [-0.957, -0.506, -4.405], [0.120, -2.515, -3.162], [-4.662, -2.335, -5.058], [-6.261, -2.807, -4.539], [-4.865, -0.367, -4.057], [-5.128, -1.063, -2.441], [-6.877, 0.390, -2.936], [-7.545, -1.213, -2.927], [-0.761, 0.300, -3.901], [-0.179, -3.392, -2.853], [1.008, 2.657, -0.135], [1.008, 1.464, 0.787], [0.490, 2.265, 2.222], [1.067, 2.145, 3.546], [-0.875, 2.782, 2.190], [2.705, 1.187, 0.790], [3.496, 0.961, 1.989], [3.501, 1.986, -0.137], [0.787, -0.138, 1.455], [0.922, -1.137, 0.350], [-0.485, -0.479, 2.106], [1.295, 1.113, 3.838], [0.391, 2.529, 4.311], [1.987, 2.729, 3.632], [-1.626, 1.978, 2.150], [-1.024, 3.404, 1.305], [-1.096, 3.404, 3.056], [3.671, 1.890, 2.544], [4.475, 0.553, 1.723], [3.041, 0.226, 2.652], [3.622, 3.017, 0.216], [3.060, 2.003, -1.129], [4.496, 1.545, -0.253], [0.132, -0.993, -0.384], [0.862, -2.158, 0.728], [1.878, -1.040, -0.161], [-1.342, -0.381, 1.433], [-0.678, 0.115, 2.997], [-0.438, -1.512, 2.455], [-7.809, 1.200, 0.490], [-7.965, -0.182, 1.080], [-8.787, 0.289, 2.521], [-8.470, -0.108, 3.879], [-10.145, 0.790, 2.329], [-6.281, -0.430, 1.364], [-5.722, -0.899, 2.622], [-5.366, 0.564, 0.804], [-8.204, -1.896, 1.378], [-7.809, -2.657, 0.153], [-9.550, -2.393, 1.696], [-8.251, -1.177, 3.989], [-9.298, 0.098, 4.557], [-7.614, 0.452, 4.265], [-10.833, 0.008, 1.975], [-10.153, 1.587, 1.582], [-10.558, 1.210, 3.244], [-5.708, -0.110, 3.382], [-4.689, -1.226, 2.476], [-6.252, -1.767, 3.012], [-5.373, 1.496, 1.381], [-5.610, 0.793, -0.229], [-4.344, 0.175, 0.797], [-8.458, -2.405, -0.693], [-7.875, -3.731, 0.325], [-6.783, -2.433, -0.134], [-10.274, -2.187, 0.903], [-9.940, -1.992, 2.629], [-9.502, -3.473, 1.846], [7.439, 0.354, 0.332], [8.506, 0.960, -0.547], [8.597, -0.376, -1.642], [9.793, -1.041, -2.117], [7.410, -0.588, -2.466], [9.788, 0.915, 0.597], [11.107, 0.366, 0.330], [9.422, 0.582, 1.971], [9.500, 1.960, -1.594], [9.472, 3.366, -1.082], [9.155, 2.087, -3.017], [10.596, -0.354, -2.412], [9.587, -1.653, -2.996], [10.196, -1.721, -1.362], [7.251, 0.227, -3.188], [6.517, -0.639, -1.839], [7.461, -1.522, -3.023], [11.101, -0.730, 0.330], [11.811, 0.686, 1.102], [11.521, 0.723, -0.611], [9.214, -0.488, 2.089], [8.553, 1.144, 2.299], [10.233, 0.849, 2.653], [8.463, 3.785, -1.135], [10.138, 4.004, -1.664], [9.799, 3.412, -0.045], [8.155, 2.501, -3.172], [9.223, 1.144, -3.554], [9.880, 2.745, -3.499]], "lumo_ha": -0.0085, "energy_ev": -110710.295, "homo_energy_ev": -7.89, "gap_ha": 0.281}